--- A ---
Formula: C6H11NO2
Source: OMol25
Level of theory: wB97M-V/def2-TZVPD

```
20
Properties=species:S:1:pos:R:3:nbo_charge:R:1
C -1.96734 -3.35389 0.59039 -0.6042
C -0.95935 -2.45910 -0.12586 -0.4203
C -0.98107 -1.05313 0.42240 -0.0140
N 0.00876 -0.06098 -0.01039 -0.7133
C -0.00545 -0.54196 1.40457 -0.1079
C 1.36254 -1.18815 1.58910 -0.5425
C 2.10310 -0.76629 0.32280 0.8483
O 2.77489 -1.52180 -0.34266 -0.5451
O 2.38973 0.84137 0.07293 -0.7913
H -1.92304 -4.37911 0.20010 0.2194
H -1.76068 -3.39506 1.66984 0.2038
H -2.99388 -2.98134 0.45754 0.2061
H 0.04645 -2.89477 -0.04488 0.2128
H -1.18976 -2.41266 -1.20121 0.2200
H -1.98723 -0.63752 0.52876 0.1985
H 0.59164 1.04448 -0.14117 0.4931
H -0.33954 0.16732 2.16166 0.1970
H 1.89399 -0.73131 2.43586 0.2347
H 1.31558 -2.28270 1.66006 0.2481
H 2.15207 1.27776 0.94546 0.4566
```

Calculated values
Structure (SMILES) ... CC[C@@H]1N[C@@H]1CC(=O)O
Charge ... 0
E_LUMO ... 0.5 eV
Kohn-Sham gap ... 9.488 eV
Highest occupied orbital energy ... -0.329 Ha

--- B ---
Formula: C6H11NO2
Source: OMol25
Level of theory: wB97M-V/def2-TZVPD

```
20
Properties=species:S:1:pos:R:3:nbo_charge:R:1
C -0.82780 -0.74078 1.27327 -0.1252
C -1.91478 1.46516 -1.19484 -0.4730
C 1.68665 -1.33300 1.29977 -0.6680
N -1.45524 0.18807 -0.67478 0.0329
C 0.67994 -0.23286 0.90647 0.3379
C 0.50663 -0.22981 -0.78213 -0.1961
C 1.16843 0.68279 -1.51588 -0.2891
O -1.64776 0.20704 0.64641 -0.2710
O 0.89477 0.94328 1.35776 -0.6849
H -1.00933 -1.74490 0.88573 0.1840
H -0.99809 -0.65786 2.34194 0.2177
H 0.36376 -1.23297 -1.16605 0.2019
H -2.99560 1.52833 -1.04248 0.2283
H -1.43578 2.30370 -0.68458 0.2210
H -1.69997 1.48426 -2.26056 0.2176
H 2.69519 -0.98738 1.07050 0.2301
H 1.61978 -1.49654 2.37752 0.2219
H 1.50885 -2.28348 0.79193 0.1986
H 1.34400 1.67204 -1.11247 0.2152
H 1.51634 0.46492 -2.51752 0.2003
```

Calculated values
Charge ... 0
E_LUMO (spin up / spin down) ... -1.6 / -1.7 eV
Kohn-Sham gap (spin up / spin down) ... 6.767 / 6.508 eV
Highest occupied orbital energy (spin up / spin down) ... -0.309 / -0.302 Ha

Which is most stable, and by how much? A, by 60.5 kcal/mol.

--- A ---
Formula: C6H11NO2
Source: OMol25
Level of theory: wB97M-V/def2-TZVPD

```
20
Properties=species:S:1:pos:R:3:nbo_charge:R:1
C 1.24751 -1.63871 0.77563 -0.6147
C 0.03042 -0.98075 0.14339 -0.0671
N 0.32250 -0.65844 -1.25058 -0.6380
C -0.65299 0.15519 -1.87000 0.1600
O -0.63555 1.56251 -1.66139 -0.5104
C -1.65578 0.83836 -1.04800 0.3361
O -1.69851 0.70721 0.31578 -0.5098
C -0.48757 0.24170 0.93117 0.0838
C 0.52431 1.37363 1.09756 -0.6509
H 1.55060 -2.48236 0.16221 0.2243
H 1.01253 -1.99226 1.77413 0.2170
H 2.07907 -0.94096 0.83662 0.2039
H -0.79891 -1.70117 0.11603 0.1960
H 1.25563 -0.27431 -1.35748 0.3696
H -0.89691 -0.12642 -2.89290 0.1748
H -2.65784 1.02961 -1.42647 0.1757
H -0.82083 -0.08931 1.92224 0.1921
H 0.95316 1.66654 0.14157 0.2233
H 1.31613 1.07404 1.77507 0.2075
H 0.01304 2.23590 1.51540 0.2268
```

Calculated values
Structure (SMILES) ... C[C@@H]1N[C@@H]2O[C@@H]2O[C@@H]1C
Charge ... 0
E_LUMO ... 1.0 eV
Kohn-Sham gap ... 10.243 eV
Highest occupied orbital energy ... -0.339 Ha

--- B ---
Formula: C6H11NO2
Source: OMol25
Level of theory: wB97M-V/def2-TZVPD

```
20
Properties=species:S:1:pos:R:3:nbo_charge:R:1
C -2.22949 -1.02036 -0.31625 -0.6494
C -1.14094 0.00333 -0.15457 0.2004
N -1.37609 1.20788 -0.78769 -0.8382
C 0.04694 -0.28725 0.43506 -0.1529
C 0.38295 -1.65254 0.96979 -0.6327
C 1.08375 0.77296 0.70676 0.0290
O 0.90712 2.11036 0.39025 -0.5782
C 1.82978 1.05140 -0.52310 0.3549
O 3.17567 1.04116 -0.52610 -0.6600
H -3.21149 -0.54229 -0.33772 0.2095
H -2.25568 -1.75145 0.48968 0.2222
H -2.08818 -1.56712 -1.25118 0.2220
H -0.77174 1.95858 -0.44164 0.4161
H -2.35071 1.45937 -0.89235 0.3678
H 0.09184 -2.44776 0.28055 0.2142
H -0.13183 -1.83869 1.91783 0.2104
H 1.45597 -1.74800 1.14704 0.2125
H 1.71698 0.54872 1.57063 0.1860
H 1.34599 1.03341 -1.49970 0.1807
H 3.51919 1.66827 -1.17727 0.4854
```

Calculated values
Structure (SMILES) ... C/C(N)=C(\C)[C@@H]1O[C@H]1O
Charge ... 0
E_LUMO ... 0.7 eV
Kohn-Sham gap ... 7.985 eV
Highest occupied orbital energy ... -0.268 Ha

Which is most stable, and by how much? A, by 23.3 kcal/mol.

--- A ---
Formula: C21H24N2O2S
Source: OMol25
Level of theory: wB97M-V/def2-TZVPD

```
50
Properties=species:S:1:pos:R:3:nbo_charge:R:1
O -0.06692 -3.72264 -0.24540 -0.6152
C 0.42388 -2.62207 -0.39635 0.6675
N 0.58761 -2.05336 -1.62125 -0.6156
C -0.04625 -2.57069 -2.80660 -0.2403
C -1.34150 -1.80216 -3.12936 0.0901
C -1.09048 -0.30754 -3.40562 -0.4451
C -1.99914 -0.02272 -4.59977 -0.4263
C -1.97024 -1.37182 -5.31447 -0.0637
O -1.96532 -2.34063 -4.28646 -0.5249
C 0.92232 -1.80137 0.74333 -0.1309
C 1.40606 -2.45083 1.87500 -0.1853
C 1.82498 -1.70485 2.95479 -0.2029
C 1.74819 -0.31766 2.94500 -0.2362
C 1.22564 0.35986 1.82933 0.2272
C 0.83274 -0.41625 0.73514 -0.2734
N 1.09836 1.73445 1.79348 -0.4586
C 0.87048 2.42558 0.55314 -0.2167
C -0.54952 2.38069 0.02427 -0.0632
C -1.59947 1.87317 0.77532 -0.1647
C -2.88167 1.83880 0.25386 -0.2148
C -3.12926 2.31722 -1.02064 -0.2219
C -2.08709 2.83149 -1.77480 -0.2067
C -0.80567 2.86051 -1.25533 -0.2174
C 1.08421 2.47128 3.02990 -0.2142
C 2.36179 2.21067 3.81717 -0.5310
S 2.34284 0.49101 4.40156 0.2618
H 0.97378 -1.12513 -1.67436 0.3919
H -0.29036 -3.61788 -2.61819 0.2431
H 0.64160 -2.50829 -3.65520 0.1908
H -2.03581 -1.93513 -2.28863 0.1828
H -1.32177 0.31478 -2.54359 0.2346
H -0.04744 -0.14969 -3.68944 0.1910
H -1.64281 0.79226 -5.22541 0.2135
H -3.01118 0.19901 -4.26083 0.2058
H -2.84291 -1.55867 -5.94193 0.1915
H -1.06248 -1.46306 -5.93018 0.1559
H 1.44837 -3.52763 1.88801 0.2348
H 2.22337 -2.18648 3.83501 0.2200
H 0.38171 0.07856 -0.11048 0.2185
H 1.54705 2.01844 -0.21023 0.2072
H 1.15208 3.47512 0.69642 0.2160
H -1.41566 1.48860 1.76694 0.2096
H -3.68826 1.43402 0.84649 0.2168
H -4.12901 2.28827 -1.42702 0.2165
H -2.27121 3.20493 -2.77137 0.2156
H 0.00803 3.25596 -1.84770 0.2090
H 0.99911 3.53645 2.80355 0.2104
H 0.22367 2.18615 3.65190 0.1961
H 2.42587 2.83767 4.70451 0.2326
H 3.24265 2.36193 3.19278 0.2184
```

Calculated values
Structure (SMILES) ... O=C(NC[C@H]1CCCO1)c1ccc2c(c1)N(Cc1ccccc1)CCS2
Charge ... 0
E_LUMO ... 0.5 eV
Kohn-Sham gap ... 8.208 eV
Highest occupied orbital energy ... -0.282 Ha

--- B ---
Formula: C21H24N2O2S
Source: OMol25
Level of theory: wB97M-V/def2-TZVPD

```
50
Properties=species:S:1:pos:R:3:nbo_charge:R:1
O 3.92644 1.77967 -0.25476 -0.6332
C 2.93638 1.08264 -0.37787 0.6590
N 1.72077 1.54248 -0.71876 -0.6308
C 1.44398 2.94241 -0.90526 -0.2147
C 0.49654 3.48508 0.17362 -0.4299
C -0.85188 2.81985 0.16786 -0.0170
C -1.34498 2.21668 1.31750 -0.2095
C -2.59996 1.63341 1.32949 -0.2266
C -3.37922 1.63432 0.18655 -0.2321
C -2.89508 2.22701 -0.96720 -0.2237
C -1.64572 2.81880 -0.97328 -0.1623
C 2.98700 -0.41260 -0.23822 -0.1576
C 3.90783 -1.10704 -1.01284 -0.1598
C 3.98749 -2.48600 -0.95365 -0.2149
C 3.15822 -3.18513 -0.09246 -0.1990
C 2.26474 -2.50424 0.71316 -0.2561
C 2.16516 -1.12315 0.63316 -0.0487
S 1.06872 -0.24735 1.73091 0.2473
C -0.49841 -1.13726 1.46675 -0.6353
C -1.00265 -0.98949 0.04166 0.6983
O -0.36161 -0.44558 -0.84266 -0.6575
N -2.20383 -1.53100 -0.19494 -0.4281
C -3.07288 -2.19900 0.75179 -0.2120
C -4.38684 -2.36833 -0.01067 -0.4045
C -3.92747 -2.49554 -1.46168 -0.4102
C -2.77831 -1.49761 -1.53243 -0.2135
H 0.94274 0.89421 -0.79156 0.4460
H 2.40183 3.46651 -0.84913 0.2376
H 1.01194 3.09326 -1.89991 0.1864
H 0.36857 4.55787 0.00384 0.2177
H 0.96554 3.34724 1.14914 0.2179
H -0.73955 2.20590 2.21258 0.2158
H -2.97750 1.18636 2.23972 0.2070
H -4.36274 1.18543 0.19739 0.2079
H -3.49874 2.23863 -1.86414 0.2114
H -1.28820 3.29210 -1.87600 0.2028
H 4.55609 -0.54384 -1.66721 0.2272
H 4.69809 -3.01496 -1.57075 0.2152
H 3.21948 -4.26195 -0.03047 0.2130
H 1.65290 -3.05209 1.41533 0.2090
H -1.19716 -0.68467 2.16864 0.2504
H -0.37795 -2.19181 1.71815 0.2350
H -3.19865 -1.60603 1.66045 0.2042
H -2.65327 -3.17417 1.02970 0.1904
H -5.00107 -1.47558 0.10706 0.2044
H -4.95417 -3.23030 0.33316 0.2208
H -3.56351 -3.50561 -1.65299 0.2044
H -4.71638 -2.26750 -2.17420 0.2211
H -3.13140 -0.48411 -1.74926 0.2021
H -2.01284 -1.75578 -2.26646 0.2247
```

Calculated values
Structure (SMILES) ... O=C(NCCc1ccccc1)c1ccccc1SCC(=O)N1CCCC1
Charge ... 0
E_LUMO ... 0.5 eV
Kohn-Sham gap ... 8.686 eV
Highest occupied orbital energy ... -0.301 Ha

Which is most stable, and by how much? B, by 21.6 kcal/mol.

--- A ---
Formula: C12H15N
Source: OMol25
Level of theory: wB97M-V/def2-TZVPD

```
28
Properties=species:S:1:pos:R:3:nbo_charge:R:1
N 0.45077 1.22816 2.82657 -0.8586
C 0.04199 1.19572 1.40614 -0.0714
C -1.45147 0.86716 1.01791 -0.4225
C -1.42417 -0.46595 0.10047 -0.2321
C -0.85889 -1.65305 0.89940 -0.4207
C 0.64842 -1.31578 1.29783 -0.3978
C 0.91488 0.12122 0.78048 -0.2382
C 0.75359 -0.00139 -0.68627 -0.0115
C 1.78703 0.03596 -1.61405 -0.2026
C 1.42224 0.20372 -2.94965 -0.2250
C 0.07917 0.21052 -3.32430 -0.2157
C -0.95722 0.03685 -2.42055 -0.2114
C -0.56974 -0.22987 -1.12839 -0.0261
H 0.36378 2.22864 3.29596 0.3768
H 0.12107 0.50708 3.35268 0.3558
H 0.64412 2.05047 0.84903 0.2183
H -2.17182 1.66405 0.57270 0.2283
H -1.98615 0.49769 1.97244 0.2062
H -2.49202 -0.46386 -0.33889 0.2203
H -0.86767 -2.53141 0.26829 0.2176
H -1.51665 -1.97185 1.75095 0.2124
H 1.49681 -1.97406 0.86244 0.2166
H 0.67860 -1.40011 2.32585 0.1997
H 2.02112 0.42772 0.95311 0.2264
H 2.85472 0.02102 -1.24217 0.2149
H 2.26322 0.30321 -3.70637 0.2178
H -0.30953 0.41299 -4.35548 0.2120
H -1.93619 -0.00488 -2.76610 0.2104
```

Calculated values
Structure (SMILES) ... N[C@@H]1C[C@@H]2CC[C@H]1c1ccccc12
Charge ... 0
E_LUMO ... 0.9 eV
Kohn-Sham gap ... 9.498 eV
Highest occupied orbital energy ... -0.314 Ha

--- B ---
Formula: C12H15N
Source: OMol25
Level of theory: wB97M-V/def2-TZVPD

```
28
Properties=species:S:1:pos:R:3:nbo_charge:R:1
C 1.68730 -1.37413 0.37767 -0.6310
C 0.47337 -0.46125 0.36135 -0.0120
C 0.00275 0.17634 -0.79504 -0.1741
C 0.38589 -0.26337 -2.22037 -0.2794
C -0.70836 -0.44394 -3.19604 -0.4358
C 0.25048 0.74821 -3.36649 -0.0356
N 1.29366 0.67671 -4.29416 -0.8485
C -0.13672 0.00319 1.66498 -0.0607
C 0.59297 0.29468 2.88142 -0.1983
C -0.11505 0.75831 4.00908 -0.2047
C -1.49905 0.62384 4.12093 -0.2406
C -2.19150 0.19867 3.05664 -0.1966
C -1.50006 -0.07489 1.79085 -0.1989
H 2.04865 -1.53160 -0.59200 0.2154
H 2.52633 -0.93117 1.05657 0.2152
H 1.32304 -2.29001 0.76123 0.2173
H -0.81859 0.95062 -0.71903 0.2045
H 1.13956 -1.06358 -2.30223 0.2207
H -1.68871 -0.07528 -2.82612 0.2100
H -0.78004 -1.44862 -3.66083 0.2364
H 0.00893 1.66791 -3.01531 0.1957
H 1.12021 0.23114 -5.21176 0.3703
H 1.75213 1.55269 -4.46059 0.3681
H 1.64580 0.33941 2.89985 0.2062
H 0.52437 1.08427 4.83099 0.2121
H -2.13829 1.12044 4.89142 0.2205
H -3.21616 -0.05530 3.07666 0.2091
H -1.98292 -0.41330 0.88030 0.2146
```

Calculated values
Structure (SMILES) ... C/C(=C\[C@H]1C[C@@H]1N)c1ccccc1
Charge ... 0
E_LUMO ... 1.0 eV
Kohn-Sham gap ... 8.838 eV
Highest occupied orbital energy ... -0.287 Ha

--- C ---
Formula: C12H15N
Source: OMol25
Level of theory: wB97M-V/def2-TZVPD

```
28
Properties=species:S:1:pos:R:3:nbo_charge:R:1
C 2.68466 -0.49239 -0.72715 -0.2517
C 1.13692 1.60758 -0.71477 -0.2096
C 0.51122 1.34289 0.61793 -0.3393
C 1.27496 0.32166 1.55087 -0.3838
C 1.85818 -0.97723 0.64764 -0.2627
C 0.65412 -1.67491 0.25152 -0.4491
C -0.68384 -0.90454 0.19197 -0.0600
C -1.89014 -1.35469 -0.12865 -0.2130
C -3.06376 -0.76837 -0.44197 -0.2113
C -2.99332 0.61520 -0.21281 -0.2036
C -1.89405 1.35795 0.23845 -0.2587
C -0.76817 0.47846 0.46343 0.0590
H 3.29290 -1.35836 -1.30167 0.2316
H 3.63545 0.12508 -0.55073 0.1943
H 1.30194 -0.08653 -2.37654 0.3613
H 2.01606 2.53256 -0.40547 0.1956
H 0.25189 1.57920 -1.61398 0.2550
H 0.45453 2.25774 1.24471 0.2284
H 2.19725 0.76992 2.21087 0.2144
H 0.43525 -0.26339 2.25740 0.2216
H 2.66235 -1.41474 1.42170 0.2353
H 0.11468 -2.62759 0.74952 0.2457
H 1.08374 -1.93950 -0.89574 0.2284
H -1.86154 -2.34139 -0.11976 0.1876
H -3.86958 -1.15396 -1.49465 0.2349
H -3.95606 1.10804 -0.33562 0.1991
H -1.91631 2.44114 0.47978 0.2348
N 1.88524 0.43744 -1.38407 -0.6840
```

Calculated values
Charge ... 0
E_LUMO ... 0.7 eV
Kohn-Sham gap ... 8.949 eV
Highest occupied orbital energy ... -0.302 Ha

Which is most stable, and by how much? A, by 28.0 kcal/mol.

--- A ---
Formula: C6H3N
Source: OMol25
Level of theory: wB97M-V/def2-TZVPD

```
10
Properties=species:S:1:pos:R:3:nbo_charge:R:1
C 0.16466 0.08370 0.02072 -0.7166
C -1.08870 0.76880 0.00822 0.1689
C -2.11966 1.40440 -0.15540 -0.1710
C -3.47520 1.35505 -0.12589 0.1291
C -4.38174 0.54649 0.08114 -0.1130
C -4.27280 -0.81484 0.10752 0.2119
N -3.62182 -1.75907 0.02760 -0.2974
H 0.77255 0.53276 0.87984 0.2561
H 0.64911 0.13487 -0.97560 0.2596
H -0.18503 -0.96116 0.35675 0.2723
```

Calculated values
Structure (SMILES) ... CC#CC#CC#N
Charge ... 0
E_LUMO (spin up / spin down) ... -0.5 / -0.5 eV
Kohn-Sham gap (spin up / spin down) ... 8.998 / 8.998 eV
Highest occupied orbital energy (spin up / spin down) ... -0.351 / -0.351 Ha

--- B ---
Formula: C6H3N
Source: OMol25
Level of theory: wB97M-V/def2-TZVPD

```
10
Properties=species:S:1:pos:R:3:nbo_charge:R:1
C -2.48384 -1.03763 -0.01122 -0.4790
C -2.51525 0.28852 -0.00948 0.2351
C -1.57548 -1.89553 0.01200 -0.0088
C -1.76177 1.32945 -0.00039 -0.1106
C 0.44972 0.41547 0.00621 0.5066
C 1.82751 0.02478 -0.00088 -0.7291
N -0.47827 1.14412 0.00791 -0.2298
H 2.49224 0.88929 0.02312 0.2636
H 2.03379 -0.55744 -0.90085 0.2759
H 2.01133 -0.60103 0.87357 0.2762
```

Calculated values
Charge ... 0
E_LUMO ... -0.6 eV
Kohn-Sham gap ... 8.140 eV
Highest occupied orbital energy ... -0.320 Ha

Which is most stable, and by how much? A, by 68.9 kcal/mol.